## A
# C4H8N2S

An isolated molecule of C4H8N2S (the ωB97M-V functional and the def2-TZVPD basis, the Open Molecules 2025 dataset).

Cartesian coordinates (Å):
H 5.049 -0.008 -0.276
N 4.102 0.286 -0.001
N 3.290 -0.584 -0.288
C 1.770 -0.126 0.148
C 1.499 1.159 0.286
S 0.832 -1.579 0.306
C -0.837 -0.939 0.706
C -1.605 -0.531 -0.538
H 0.536 1.554 0.558
H 2.295 1.871 0.143
H -1.329 -1.765 1.218
H -0.716 -0.113 1.406
H -1.080 0.256 -1.074
H -1.722 -1.383 -1.204
H -2.595 -0.167 -0.264

Structure (SMILES) ... [H]/N=N/C(=C)SCC
Total charge ... 0
HOMO-LUMO gap ... 9.017 eV

## B
# C4H8N2S

An isolated molecule of C4H8N2S (the ωB97M-V functional and the def2-TZVPD basis, the Open Molecules 2025 dataset).

Cartesian coordinates (Å):
H 1.231 -0.026 -2.021
N 1.353 -0.800 -1.368
C 0.376 -0.691 -0.546
C 0.209 -1.829 0.449
S 0.331 -1.335 2.200
N -0.503 0.350 -0.465
C -0.243 1.667 -0.974
C -0.588 1.413 0.470
H -0.723 -2.451 0.344
H 1.035 -2.548 0.368
H -0.995 -1.002 2.195
H 0.811 1.918 -1.098
H -0.927 2.201 -1.621
H -1.552 1.629 0.904
H 0.185 1.504 1.165

Structure (SMILES) ... [H]/N=C(/CS)N1CC1
Total charge ... 0
HOMO-LUMO gap ... 10.046 eV

Among the structures above, stability is smallest for A.